C40H87ClNO3Si4 | wB97M-V/def2-TZVPD

XYZ file:
```
136
Properties=species:S:1:pos:R:3:forces:R:3:mulliken_charge:R:1
C 3.060317 -5.875594 0.342934 0.124 0.037 -0.152 -0.95
C 4.268356 -4.953764 0.448557 -0.349 0.191 -0.120 -0.63
C 4.505742 -4.094798 -0.804488 -0.143 -0.117 -0.101 -0.17
C 4.291242 -2.594723 -0.601330 -0.057 -0.174 -0.141 -1.12
C 2.840006 -2.158846 -0.708832 -0.256 0.259 0.108 0.91
C 2.619112 -0.680136 -0.351772 0.022 -0.133 -0.115 -1.83
C 1.300355 -0.330045 0.359784 0.323 0.205 -0.098 1.32
C 1.421213 -0.056057 1.871546 -0.023 -0.025 -0.379 -0.31
C 0.614675 -0.982924 2.773020 0.211 -0.030 -0.141 -1.35
C -0.892495 -0.903506 2.559082 0.005 0.136 0.212 2.17
C -1.710818 -1.647450 3.630684 0.095 0.040 -0.112 -1.48
C -2.504409 -2.870503 3.178820 -0.244 0.102 -0.028 -0.92
C -3.598696 -2.584440 2.136834 0.257 0.034 0.209 0.91
C -3.989332 -3.791635 1.283234 -0.289 -0.118 0.226 -1.41
C -4.479055 -3.484871 -0.134748 0.109 -0.275 0.124 -1.06
C -3.579371 -2.597429 -0.998555 -0.072 0.170 -0.261 0.94
C -2.626121 -3.325942 -1.896351 -0.296 0.192 -0.258 -0.67
C -2.838521 -3.466299 -3.279554 -0.129 0.013 -0.004 0.65
C -4.066044 -2.917332 -3.926993 0.223 0.172 -0.177 -1.34
C -3.863862 -1.432926 -4.298343 -0.183 0.049 0.076 -0.43
O -5.041375 -0.740747 -3.928368 0.011 -0.041 0.103 -0.55
C -1.876818 -4.060802 -4.086731 -0.026 -0.048 -0.103 -0.80
C -0.699243 -4.537853 -3.567963 0.060 0.100 0.301 -0.22
C 0.409040 -5.203521 -4.314826 -0.060 0.050 -0.024 0.23
C 0.625863 -4.727163 -5.758468 0.107 -0.056 -0.031 -0.75
C 1.914160 -3.942635 -6.002708 0.052 0.019 -0.184 -0.96
C 3.190498 -4.569484 -5.429927 -0.006 -0.031 0.149 -0.77
C 3.805744 -3.748787 -4.304846 -0.119 0.061 -0.279 -0.58
N -0.550603 -4.426895 -2.231930 -0.005 0.022 -0.055 0.15
C -1.466446 -3.855067 -1.418567 0.564 -0.378 -0.016 1.20
Cl -1.068355 -3.854746 0.222387 0.656 0.162 0.203 -0.10
H 2.228107 -5.312399 -0.071530 -0.330 0.071 -0.092 -0.01
H 3.263407 -6.719573 -0.311663 -0.037 -0.103 -0.133 0.33
H 2.745874 -6.263594 1.306200 0.021 -0.096 0.161 0.40
H 5.151029 -5.550224 0.648169 0.165 -0.010 0.279 0.38
H 4.086870 -4.283039 1.286127 0.244 0.024 0.248 0.32
H 3.831081 -4.435707 -1.596650 0.059 -0.035 -0.043 -0.13
H 5.511646 -4.258853 -1.180630 0.159 -0.041 -0.034 0.45
H 4.878193 -2.044848 -1.335529 0.092 0.150 -0.045 0.40
H 4.658893 -2.313725 0.383788 0.183 0.091 0.115 0.48
H 2.219066 -2.770438 -0.056914 -0.109 -0.254 0.229 -0.12
H 2.489072 -2.327736 -1.731403 -0.085 -0.140 -0.032 -0.20
H 2.676582 -0.094451 -1.266062 0.150 0.088 -0.139 0.49
H 3.461233 -0.363631 0.260319 0.058 0.185 0.133 0.55
H 0.563987 -1.103184 0.167972 -0.226 -0.319 -0.063 -0.40
H 0.916412 0.567018 -0.116070 -0.174 0.123 -0.053 -0.34
H 1.124894 0.978338 2.040365 -0.089 0.116 0.240 -0.18
H 2.477385 -0.104071 2.127469 0.102 -0.058 0.244 0.55
H 0.836971 -0.728528 3.807989 -0.011 0.007 0.172 0.53
H 0.975689 -2.006493 2.626690 -0.090 -0.142 0.031 0.13
H -1.143202 -1.248616 1.559303 -0.087 -0.145 -0.221 -0.74
H -1.167328 0.151554 2.575372 -0.046 0.129 -0.029 -0.39
H -1.027633 -1.966842 4.415592 0.056 -0.041 0.157 0.48
H -2.391371 -0.943869 4.105274 -0.165 0.061 0.063 0.42
H -2.984791 -3.277366 4.066779 0.026 -0.265 0.081 0.44
H -1.829075 -3.646200 2.815573 0.140 -0.064 -0.057 0.31
H -3.280101 -1.744285 1.523504 0.043 0.063 -0.155 -0.71
H -4.478398 -2.239698 2.675087 -0.157 0.208 -0.029 0.58
H -4.810839 -4.302086 1.782279 -0.075 -0.165 0.065 0.48
H -3.181336 -4.519334 1.255145 -0.072 0.018 0.025 0.50
H -5.467908 -3.038104 -0.085602 -0.090 0.193 0.047 0.55
H -4.608317 -4.435663 -0.651948 -0.170 -0.115 -0.065 0.34
H -3.007889 -1.892995 -0.401047 0.066 0.045 0.153 -0.87
H -4.210498 -1.989604 -1.635694 -0.071 0.210 -0.039 0.48
H -4.925240 -2.952218 -3.270562 -0.148 -0.166 0.096 0.50
H -4.277862 -3.496739 -4.818105 -0.168 -0.100 -0.108 0.53
H -2.991497 -1.021573 -3.789653 0.097 0.035 0.139 0.33
H -3.686629 -1.343498 -5.368853 0.037 0.032 -0.152 0.39
H -4.822951 0.162959 -3.688070 -0.018 0.122 -0.100 0.32
H -2.059784 -4.149429 -5.143746 -0.019 -0.034 -0.135 0.49
H 0.185555 -6.269760 -4.310123 -0.022 -0.159 0.032 0.32
H 1.318252 -5.084783 -3.728056 0.165 -0.031 0.029 -0.15
H 0.630283 -5.594918 -6.411014 0.003 -0.169 -0.039 0.37
H -0.213201 -4.120185 -6.084862 -0.125 0.069 -0.080 0.30
H 2.021689 -3.863645 -7.081460 -0.059 0.105 -0.152 0.41
H 1.811442 -2.917466 -5.650009 -0.032 0.123 0.185 0.42
H 2.983400 -5.575716 -5.065327 -0.014 -0.177 -0.028 0.38
H 3.922427 -4.686387 -6.222417 0.125 -0.066 -0.107 0.43
H 4.157497 -2.795869 -4.692782 0.057 0.154 0.004 0.40
H 4.645253 -4.255394 -3.841521 0.101 -0.067 0.088 0.38
H 3.061054 -3.525988 -3.543241 -0.033 0.016 0.183 -0.21
H 0.300341 -4.777147 -1.805005 0.030 0.019 0.037 -0.15
O -3.615709 3.832819 -0.851731 -0.033 -0.021 -0.047 -0.54
Si -4.897250 4.785456 -0.422235 -0.218 0.207 0.088 0.38
C -4.490019 5.727945 1.137055 0.065 -0.091 -0.044 -1.02
C -6.401058 3.715504 -0.125147 0.111 -0.056 -0.020 -1.01
C -5.242498 5.977720 -1.806684 0.096 -0.075 -0.042 -1.03
Si -2.701610 2.604056 -0.276742 0.173 -0.147 0.125 0.30
C -1.418903 2.169227 -1.560773 -0.078 0.047 -0.028 -0.55
C -3.757374 1.091466 0.049712 -0.032 0.041 -0.123 -0.15
C -1.873254 3.074759 1.327987 0.016 0.071 -0.063 -0.28
H -4.374543 5.060841 1.994056 -0.007 0.014 0.012 0.30
H -5.290331 6.433242 1.369047 -0.005 0.014 0.020 0.39
H -3.563420 6.294634 1.025457 -0.007 0.021 0.003 0.30
H -6.617773 3.086174 -0.991251 -0.024 0.010 -0.003 0.28
H -7.275372 4.341452 0.062846 -0.024 -0.006 0.007 0.39
H -6.266511 3.062607 0.740180 -0.020 0.004 0.006 0.30
H -5.491785 5.456892 -2.733256 -0.008 0.007 0.002 0.28
H -4.383087 6.621299 -2.003185 -0.005 0.005 0.003 0.29
H -6.087545 6.615196 -1.540123 -0.015 0.025 -0.018 0.31
H -1.881761 1.869807 -2.504701 -0.004 0.017 0.004 0.30
H -0.805957 1.339511 -1.203847 0.031 -0.031 -0.017 -0.11
H -0.759905 3.014176 -1.768355 0.010 -0.004 -0.001 0.32
H -4.469889 1.262860 0.858230 -0.012 -0.021 0.012 0.43
H -3.116570 0.253718 0.337593 0.005 0.004 0.034 -0.63
H -4.323842 0.804206 -0.841029 -0.009 -0.042 0.028 0.29
H -2.611727 3.225021 2.117816 0.008 -0.002 0.036 0.45
H -1.297356 3.998181 1.231307 0.011 -0.018 -0.002 0.25
H -1.193082 2.282084 1.651620 0.012 0.013 0.006 -0.31
O 4.324408 5.141406 3.233557 0.021 -0.050 -0.045 -0.47
Si 4.929246 5.949462 4.538466 0.114 0.143 0.219 0.39
C 4.227198 5.227514 6.113177 -0.033 -0.028 -0.099 -1.01
C 4.477039 7.758759 4.433379 -0.039 -0.076 -0.066 -1.01
C 6.781247 5.768468 4.543249 -0.034 -0.062 -0.091 -1.03
Si 2.902791 4.788068 2.498468 -0.349 -0.059 -0.129 0.35
C 3.219008 3.742980 0.985124 0.148 -0.015 0.063 -0.79
C 2.028443 6.353307 1.972553 0.074 0.001 0.062 -0.99
C 1.789305 3.827927 3.657784 0.097 0.035 0.012 -0.71
H 3.151732 5.400595 6.190307 -0.002 0.001 0.017 0.29
H 4.702598 5.686947 6.982066 -0.006 0.001 0.023 0.39
H 4.398936 4.150329 6.164683 0.010 -0.002 0.017 0.28
H 4.801665 8.192165 3.485199 0.011 0.014 0.008 0.29
H 4.957722 8.314603 5.240903 -0.002 0.021 0.007 0.39
H 3.398973 7.909650 4.519754 -0.001 0.016 0.007 0.29
H 7.225650 6.187853 3.638690 0.002 0.005 0.005 0.29
H 7.080675 4.720832 4.611078 0.001 0.003 0.005 0.28
H 7.200765 6.295928 5.402094 0.032 0.004 0.008 0.31
H 3.850711 4.265762 0.264614 -0.005 -0.012 -0.015 0.43
H 2.270463 3.503837 0.496914 -0.006 -0.004 -0.012 0.14
H 3.713009 2.804955 1.249279 -0.003 -0.008 -0.018 0.17
H 1.725428 6.950804 2.834599 -0.013 0.017 -0.007 0.31
H 1.129765 6.113378 1.399288 -0.012 0.009 -0.005 0.35
H 2.673712 6.972689 1.346366 -0.013 0.007 -0.014 0.30
H 1.480080 4.438649 4.508197 -0.018 -0.017 0.019 0.36
H 2.298569 2.943079 4.047083 -0.023 -0.012 -0.001 0.28
H 0.886500 3.502125 3.134248 -0.014 -0.002 0.007 0.13
```
Positions in Å, forces in eV/Å.

Results
Max |F|: 0.7 eV/Å
HOMO-LUMO gap: 7.6 eV
DFT total energy: -3475.060841 a.u.
Charge: +1